Entry 1:
{
  "formula": "C5H10O",
  "method": "ωB97M-V/def2-TZVPD",
  "smiles": "C[C@H]1CCC1=O.[H][H]",
  "spin_multiplicity": 1,
  "relative_energy_kcal_mol": 49.0,
  "lumo_ev": 1.085,
  "gap_ev": 10.5,
  "e_tot_ha": -271.6746,
  "mol_weight_da": 86.1,
  "total_charge": 0,
  "species": ["O", "C", "C", "C", "C", "C", "H", "H", "H", "H", "H", "H", "H", "H", "H", "H"],
  "xyz": [[0.99, 1.55, 1.00], [0.45, 0.57, 0.56], [-0.94, 0.34, -0.04], [-0.51, -1.12, -0.32], [-0.94, 1.27, -1.25], [0.95, -0.80, 0.06], [1.67, -0.65, -0.75], [-1.81, 1.16, -1.90], [1.41, -1.48, 0.77], [-0.95, -1.83, 0.40], [-0.03, 1.09, -1.85], [-1.82, 0.50, 0.60], [1.37, -1.03, 2.42], [-0.68, -1.50, -1.33], [1.72, -0.38, 2.53], [-0.88, 2.31, -0.90]]
}

***

Entry 2:
{
  "formula": "C3H7NO4",
  "method": "ωB97M-V/def2-TZVPD",
  "smiles": "CC(=O)O.NC(=O)O",
  "spin_multiplicity": 1,
  "relative_energy_kcal_mol": 12.6,
  "lumo_ev": 0.464,
  "gap_ev": 10.6,
  "e_tot_ha": -474.2661,
  "mol_weight_da": 121.1,
  "total_charge": 0,
  "species": ["O", "O", "O", "O", "N", "C", "C", "C", "H", "H", "H", "H", "H", "H", "H"],
  "xyz": [[1.33, -1.68, 0.31], [-0.07, -0.86, 1.88], [-1.07, 0.65, -0.70], [1.16, 1.08, -0.84], [-0.34, 2.89, -0.84], [-1.01, -2.26, 0.18], [0.21, -1.59, 0.74], [-0.18, 1.46, -0.76], [-1.39, -1.53, -0.53], [0.31, 3.50, -0.40], [1.61, 1.83, -1.24], [-1.34, 3.17, -0.82], [-0.70, -3.12, -0.42], [-1.79, -2.51, 0.90], [0.81, -0.71, 2.21]]
}

***

Entry 3:
{
  "formula": "C17H45N2O10S6",
  "method": "ωB97M-V/def2-TZVPD",
  "spin_multiplicity": 1,
  "lumo_ev": 2.173,
  "gap_ev": 8.0,
  "e_tot_ha": -3925.5009,
  "mol_weight_da": 630.0,
  "total_charge": -1,
  "species": ["S", "S", "S", "S", "S", "S", "O", "O", "O", "O", "O", "O", "O", "O", "O", "O", "N", "N", "C", "C", "C", "C", "C", "C", "C", "C", "C", "C", "C", "C", "C", "C", "C", "C", "C", "H", "H", "H", "H", "H", "H", "H", "H", "H", "H", "H", "H", "H", "H", "H", "H", "H", "H", "H", "H", "H", "H", "H", "H", "H", "H", "H", "H", "H", "H", "H", "H", "H", "H", "H", "H", "H", "H", "H", "H", "H", "H", "H", "H", "H"],
  "xyz": [[8.57, 20.60, 22.56], [7.09, 26.01, 27.61], [11.03, 28.68, 28.25], [12.49, 26.57, 20.77], [4.74, 23.90, 24.25], [7.81, 29.10, 24.32], [7.03, 27.47, 27.99], [11.54, 24.06, 24.13], [11.07, 25.98, 25.03], [4.13, 23.26, 25.47], [9.60, 28.48, 27.87], [7.23, 20.52, 23.23], [12.48, 27.81, 19.94], [8.16, 28.60, 25.68], [16.12, 22.37, 27.15], [9.53, 24.45, 24.88], [10.68, 24.83, 24.67], [16.25, 22.53, 21.85], [10.78, 26.03, 21.11], [8.67, 22.24, 21.77], [6.53, 23.73, 24.44], [15.14, 21.99, 26.56], [6.25, 25.03, 28.92], [14.62, 24.34, 22.77], [13.88, 22.81, 26.56], [8.60, 27.89, 23.26], [11.89, 29.11, 26.70], [9.68, 21.00, 23.96], [15.26, 20.80, 25.63], [15.53, 23.32, 22.27], [8.97, 30.45, 23.87], [8.79, 25.47, 27.92], [4.56, 25.71, 24.42], [12.83, 27.17, 22.45], [11.16, 30.35, 29.01], [14.87, 19.91, 26.14], [11.85, 28.25, 26.03], [9.38, 26.07, 27.23], [13.11, 22.40, 27.22], [12.93, 29.30, 26.99], [6.66, 23.82, 25.52], [10.68, 30.44, 29.98], [8.86, 30.75, 22.83], [6.70, 24.04, 28.94], [10.63, 21.42, 23.63], [6.40, 25.55, 29.87], [10.24, 26.89, 21.50], [9.83, 20.14, 24.62], [5.08, 25.91, 25.36], [7.02, 24.55, 23.92], [13.35, 22.78, 25.61], [12.89, 26.37, 23.19], [6.77, 22.74, 24.07], [7.90, 22.25, 21.00], [14.04, 23.83, 26.88], [11.36, 29.95, 26.27], [12.23, 30.58, 29.08], [9.97, 30.01, 23.95], [13.64, 24.27, 22.30], [13.78, 27.70, 22.35], [10.71, 30.99, 28.25], [5.20, 25.00, 28.67], [14.41, 24.34, 23.84], [8.48, 23.10, 22.41], [10.26, 25.63, 20.24], [8.67, 28.24, 22.22], [12.13, 27.95, 22.74], [5.12, 26.11, 23.59], [9.25, 21.84, 24.51], [15.00, 25.29, 22.41], [3.50, 25.94, 24.46], [9.18, 25.36, 28.93], [10.82, 25.33, 21.95], [14.81, 20.97, 24.65], [9.60, 22.35, 21.20], [9.62, 27.74, 23.62], [16.32, 20.60, 25.50], [8.90, 24.50, 27.41], [8.85, 31.35, 24.47], [8.16, 26.89, 23.29]]
}